Entry 1:
C8H9Cl3OSi as an isolated structure. Source: the Open Molecules 2025 dataset; level of theory: ωB97M-V/def2-TZVPD.

```
22
Properties=species:S:1:pos:R:3:mulliken_charge:R:1
C 2.057 2.503 -0.599 -0.617
C 0.709 2.550 -0.758 -0.293
C 2.513 1.482 0.235 -0.192
C -0.205 1.800 -0.140 -0.674
C 1.599 0.612 0.830 -0.686
C 0.193 0.777 0.619 0.987
C -1.106 -2.232 2.224 -0.626
C -0.711 -0.188 1.170 -0.702
O -0.410 -1.324 1.632 -0.257
Si -1.509 -1.972 -1.887 0.594
Cl -2.367 -2.765 -3.500 -0.220
Cl -1.932 -0.036 -1.939 -0.121
Cl 0.419 -2.202 -2.149 -0.182
H 2.727 3.067 -1.292 0.315
H 0.357 3.274 -1.418 0.421
H 3.508 1.072 0.234 0.323
H -1.275 1.811 -0.472 0.440
H 1.873 -0.326 1.425 0.229
H -0.532 -3.078 2.492 0.319
H -2.073 -2.727 -0.376 -0.053
H -2.150 -2.271 2.490 0.405
H -1.685 0.169 1.179 0.592
```

Results
Spin multiplicity = 3
Gap between HOMO and LUMO (spin up / spin down) = 6.716 / 8.500 eV

=====

Entry 2:
C8H9EuNO5 as an isolated structure. Source: the Open Molecules 2025 dataset; level of theory: ωB97M-V/def2-TZVPD.

```
24
Properties=species:S:1:pos:R:3:mulliken_charge:R:1
Eu -0.044 0.751 -0.783 1.055
C 0.093 2.428 1.482 0.203
O 0.112 2.990 2.485 -0.092
C 0.047 3.390 -1.650 0.208
O 0.082 4.497 -1.948 -0.084
C -2.655 1.249 -0.743 0.227
O -3.786 1.383 -0.612 -0.076
C 2.511 1.093 -0.593 0.248
O 3.641 1.155 -0.391 -0.091
C 0.135 -1.031 -2.838 -0.665
H 1.077 -1.548 -2.618 0.363
H -0.787 -1.579 -2.605 0.369
C 0.111 0.200 -3.414 -0.558
H -0.837 0.714 -3.673 0.366
H 1.035 0.749 -3.676 0.349
C -0.992 -2.424 2.617 -1.201
C -0.105 -1.401 1.984 0.787
N 1.169 -1.344 2.406 -0.292
O -0.500 -0.585 1.084 -0.580
H -0.549 -3.425 2.510 0.401
H -1.976 -2.409 2.142 0.308
H -1.101 -2.219 3.695 0.367
H 1.805 -0.648 2.025 0.160
H 1.514 -1.985 3.113 0.231
```

Results
Charge = +2
Spin multiplicity = 8
Gap between HOMO and LUMO (spin up / spin down) = 8.290 / 10.291 eV